DFT (ωB97M-V with the def2-TZVPD basis set) results for 5 unconnected molecules or ions with the total composition C33H72F3N4O3S.

As for the charge: +3. The energy above the lowest of the compared OMol25 structures with the same formula, charge and spin comes out at 0.0 kcal/mol. The frontier orbital gap comes out at 10.516 eV. Its HOMO energy is -15.974 eV.

XYZ file:
```
116
Properties=species:S:1:pos:R:3:mulliken_charge:R:1
C 18.053 12.904 12.560 -1.2643
C 19.522 12.651 12.226 -0.1125
C 19.889 12.414 10.756 -0.3937
N 21.392 12.311 10.455 0.4483
C 21.991 11.208 11.242 -1.1297
C 21.497 11.894 8.975 -0.7458
C 21.521 13.204 8.214 -0.0582
C 22.543 13.933 9.052 -0.6138
C 22.179 13.640 10.498 0.5294
H 17.915 12.749 13.627 0.4349
H 17.416 12.211 12.007 0.3894
H 17.790 13.914 12.252 0.0493
H 19.940 11.851 12.844 0.4284
H 20.104 13.500 12.604 0.1141
H 19.437 13.232 10.190 -0.3139
H 19.548 11.479 10.315 0.6255
H 23.028 11.021 10.972 0.4564
H 21.387 10.325 11.035 0.3791
H 21.954 11.369 12.318 0.3720
H 22.467 11.402 8.930 0.4405
H 20.740 11.191 8.632 0.3331
H 21.812 13.016 7.182 0.5886
H 20.529 13.659 8.194 -0.2725
H 23.530 13.597 8.724 0.3529
H 22.607 15.007 8.860 0.3756
H 23.019 13.335 11.126 0.1371
H 21.713 14.484 11.000 -0.6245
C 15.932 16.094 15.457 -1.3282
C 14.660 15.290 15.217 0.2754
C 13.605 15.646 16.298 -1.0236
N 12.234 15.063 16.015 0.1262
C 12.294 13.545 16.087 -1.0137
C 11.693 15.536 14.673 -0.6985
C 10.197 15.273 14.822 -0.7849
C 9.898 15.730 16.245 -0.5371
C 11.223 15.560 17.024 -0.4601
H 16.230 16.161 16.502 0.4135
H 15.943 17.110 15.049 0.4121
H 16.786 15.707 14.892 0.1350
H 14.879 14.232 15.355 0.3071
H 14.243 15.524 14.242 0.0869
H 13.399 16.712 16.387 0.3682
H 13.980 15.302 17.261 0.4748
H 12.781 13.145 15.205 0.2947
H 11.254 13.231 16.062 0.5230
H 12.785 13.351 17.034 0.3663
H 12.220 15.023 13.875 0.5393
H 11.853 16.609 14.575 0.3763
H 9.899 14.256 14.570 0.3642
H 9.599 15.860 14.121 0.4145
H 9.133 15.061 16.640 0.2844
H 9.524 16.744 16.333 0.3677
H 11.185 14.887 17.875 0.3872
H 11.529 16.544 17.375 0.3186
C 20.571 18.806 15.310 -1.6478
C 21.137 18.091 14.105 0.3554
C 22.472 18.703 13.692 -0.8462
N 23.094 18.140 12.439 0.4282
C 22.443 18.746 11.224 -1.0187
C 23.049 16.645 12.351 -0.3467
C 24.204 16.151 13.232 -0.8838
C 25.312 17.202 12.959 -0.7038
C 24.597 18.469 12.482 -0.4133
H 19.604 18.373 15.557 0.3370
H 20.420 19.863 15.061 0.4033
H 21.184 18.882 16.209 0.3925
H 20.439 18.128 13.267 -0.1041
H 21.259 17.033 14.352 0.3075
H 23.152 18.420 14.498 0.5021
H 22.471 19.787 13.602 0.4991
H 22.662 19.804 11.386 0.4897
H 21.380 18.528 11.189 0.2318
H 22.857 18.483 10.253 0.4026
H 23.194 16.222 11.359 0.3606
H 22.082 16.284 12.690 -0.0484
H 24.507 15.151 12.931 0.3741
H 23.851 16.129 14.262 0.3898
H 26.082 16.869 12.274 0.3598
H 25.725 17.384 13.951 0.3297
H 24.868 18.663 11.447 0.3568
H 24.739 19.334 13.119 0.3694
C 13.530 13.682 10.267 -1.5567
C 14.038 13.939 8.858 -0.0449
C 14.809 15.230 8.817 -0.0381
N 15.473 15.455 7.460 0.1769
C 14.411 15.469 6.371 -1.0505
C 16.310 16.704 7.426 -0.0004
C 17.510 16.485 6.508 -0.6480
C 17.514 14.977 6.214 -0.7800
C 16.518 14.379 7.214 -0.2900
H 14.297 13.497 11.029 0.2495
H 12.898 12.799 10.367 0.4686
H 12.980 14.536 10.677 0.3895
H 13.166 14.028 8.209 0.3053
H 14.603 13.039 8.616 0.2457
H 15.691 15.196 9.464 -0.3297
H 14.264 16.148 9.031 0.6087
H 14.057 14.474 6.140 0.3477
H 14.915 15.898 5.505 0.4883
H 13.674 16.195 6.701 0.3644
H 15.748 17.632 7.352 0.4984
H 16.716 16.725 8.443 -0.3055
H 17.277 16.870 5.510 0.3314
H 18.389 17.028 6.835 0.4790
H 17.185 14.773 5.198 0.4036
H 18.445 14.443 6.405 0.3118
H 16.087 13.450 6.853 0.4831
H 17.000 14.292 8.186 0.0624
C 18.045 16.946 11.974 0.5350
F 18.194 18.241 12.229 -0.2246
F 18.622 16.252 12.952 -0.0864
F 16.749 16.683 11.889 -0.1941
S 18.932 16.605 10.317 0.6910
O 18.739 17.834 9.553 -0.7556
O 20.323 16.397 10.729 -0.4567
O 18.341 15.372 9.759 -0.4703
```



DFT (ωB97M-V with the def2-TZVPD basis set) results for a molecular structure, C33H72F4N5O10S4V.

As for the charge: +2. The energy above the lowest of the compared OMol25 structures with the same formula, charge and spin comes out at 0.0 kcal/mol. The frontier orbital gap (spin up / spin down) comes out at 8.744 / 6.607 eV. Its HOMO energy (spin up / spin down) is -13.072 / -14.519 eV. Its spin multiplicity is 3.

XYZ file:
```
129
Properties=species:S:1:pos:R:3:mulliken_charge:R:1
O 0.681 1.318 -0.741 0.3422
V 1.651 0.012 -0.550 1.3160
O 0.662 -1.262 -0.360 -0.3794
C 3.782 8.918 2.315 -1.4065
C 3.217 7.597 2.822 -0.4687
C 1.976 7.145 2.095 -0.0970
C 1.517 5.794 2.628 -1.1246
N 0.132 5.385 2.161 0.4813
C -1.007 6.173 2.788 -0.6280
C -1.115 5.648 4.185 -0.8402
C -0.640 4.166 4.120 -0.6732
C -0.197 4.015 2.648 -0.4633
C 0.047 5.444 0.644 -1.4500
C 1.256 4.892 -0.109 0.8102
C 1.100 4.993 -1.627 -1.0786
H 4.057 8.821 1.259 0.3320
H 4.657 9.371 2.778 0.4021
H 3.045 9.729 2.326 0.3244
H 3.113 7.669 3.907 0.3944
H 4.015 6.868 2.637 0.2690
H 2.247 7.116 1.041 0.3257
H 1.197 7.896 2.251 0.1717
H 1.444 5.768 3.718 0.7309
H 2.182 4.955 2.425 0.2217
H -1.920 5.996 2.214 0.4945
H -0.812 7.239 2.684 0.4619
H -2.068 5.700 4.705 0.4124
H -0.457 6.317 4.747 0.3377
H -1.355 3.370 4.323 0.4384
H 0.169 3.887 4.796 0.3562
H -1.025 3.657 2.037 0.5054
H 0.668 3.372 2.487 0.1596
H -0.170 6.486 0.395 0.3414
H -0.852 4.890 0.374 0.8501
H 1.220 3.856 0.232 -0.5790
H 2.221 5.365 0.042 0.3788
H 1.872 4.428 -2.153 0.3779
H 1.370 6.006 -1.943 0.5638
H 0.122 4.749 -2.038 -0.4452
C -1.485 -4.049 1.595 -1.3289
C 0.027 -4.177 1.759 -0.4744
C 0.501 -5.569 2.193 -0.1945
C 0.124 -6.695 1.246 -1.0338
N 0.743 -8.025 1.674 0.4132
C 2.273 -7.970 1.490 -0.7715
C 2.777 -9.418 1.463 -0.5765
C 1.570 -10.213 0.945 -0.8195
C 0.469 -9.169 0.758 -0.6988
C 0.384 -8.326 3.108 -0.8812
C -1.110 -8.270 3.422 -0.2109
C -1.518 -8.713 4.810 -1.4747
H -1.742 -2.990 1.581 0.3795
H -2.106 -4.425 2.417 0.3532
H -1.843 -4.613 0.733 0.3346
H 0.425 -3.462 2.478 0.3303
H 0.527 -3.927 0.817 0.1579
H -0.039 -5.684 3.137 0.2152
H 1.582 -5.468 2.281 0.3101
H 0.715 -6.443 0.361 0.4378
H -0.921 -6.866 1.013 0.5195
H 2.665 -7.416 2.339 0.4214
H 2.512 -7.483 0.548 0.4667
H 2.911 -9.730 2.497 0.3051
H 3.693 -9.498 0.888 0.4232
H 1.262 -10.950 1.688 0.3323
H 1.766 -10.829 0.069 0.3988
H -0.556 -9.539 0.786 0.4788
H 0.503 -8.735 -0.246 0.4816
H 0.969 -7.668 3.748 0.5166
H 0.716 -9.353 3.263 0.5712
H -1.537 -8.954 2.674 0.2097
H -1.635 -7.356 3.137 0.2853
H -1.651 -9.786 4.929 0.3512
H -2.517 -8.298 4.967 0.3812
H -0.908 -8.277 5.601 0.3679
C -3.040 -2.311 -1.487 -0.8175
C -3.595 -0.927 -1.154 -0.9778
C -2.725 0.244 -1.639 0.3309
C -2.608 0.324 -3.164 -1.0645
N -2.463 1.737 -3.702 0.8705
C -1.406 2.628 -3.048 0.0728
C -2.068 3.946 -2.668 -0.4845
C -3.345 3.981 -3.494 -1.1518
C -3.750 2.517 -3.635 -0.8127
C -2.064 1.471 -5.170 -0.6441
C -2.117 2.713 -6.055 -0.2643
C -1.660 2.393 -7.495 -1.5956
H -2.922 -2.418 -2.566 0.3207
H -3.501 -3.137 -0.953 0.4589
H -1.991 -2.381 -1.166 -0.0697
H -3.780 -0.841 -0.086 0.3899
H -4.476 -0.751 -1.784 0.3385
H -1.730 0.015 -1.253 -0.5563
H -3.026 1.169 -1.146 0.4967
H -3.561 0.008 -3.597 0.5061
H -1.833 -0.305 -3.592 0.6353
H -0.553 2.642 -3.721 0.3687
H -1.078 2.092 -2.158 -0.5534
H -1.515 4.878 -2.768 0.6882
H -2.358 3.916 -1.614 0.2292
H -3.256 4.423 -4.487 0.3670
H -4.108 4.659 -3.105 0.5473
H -4.419 2.357 -4.474 0.3472
H -4.236 2.206 -2.709 0.5408
H -2.672 0.669 -5.588 0.7370
H -1.060 1.047 -5.113 0.2413
H -1.479 3.542 -5.753 0.2088
H -3.147 3.034 -6.206 0.2883
H -0.601 2.162 -7.594 0.3571
H -1.859 3.288 -8.086 0.4320
H -2.257 1.590 -7.929 0.3720
N 2.662 0.458 1.195 -0.1129
S 2.767 -0.171 2.637 0.7491
O 1.727 0.281 3.522 -0.5492
O 4.018 -0.460 3.237 -0.5274
F 2.227 -1.620 2.156 -0.1750
S 3.590 1.791 1.384 0.6387
O 5.000 1.617 1.338 -0.4944
O 3.023 2.753 2.305 -0.5455
F 3.201 2.362 -0.069 -0.1785
N 2.216 -0.429 -2.545 -0.0358
S 2.308 0.517 -3.813 0.6702
O 1.010 0.882 -4.356 -0.4712
O 3.396 0.332 -4.726 -0.5576
F 2.677 1.861 -3.030 -0.2346
S 1.299 -1.671 -3.374 0.6874
O 1.830 -2.048 -4.648 -0.5397
O -0.074 -1.568 -3.018 -0.3665
F 1.836 -2.870 -2.471 -0.2536
```



- Which of these has the highest charge?
  C33H72F3N4O3S



- Among the records above, which one has the highest charge?
  C33H72F3N4O3S



- charge of number 1 (C33H72F3N4O3S)?
  +3